Computed, not measured: a molecular structure, C9H31NO8Y, with wB97M-V/def2-TZVPD.

```
50
Properties=species:S:1:pos:R:3:forces:R:3
Y -0.239439 -2.284591 0.741396 -0.8 4.1 -0.1
C -0.816258 1.250999 -2.297793 -0.3 -0.6 0.3
C 0.530929 1.541508 -1.592362 -0.2 0.6 -1.1
C 0.834888 3.026363 -1.821050 -0.7 1.1 0.2
C 0.028383 3.916243 -0.874876 0.3 0.0 0.2
C 0.276715 3.485240 0.557962 -0.8 0.2 -0.4
C -0.081605 2.007175 0.812790 0.2 0.4 0.3
N 0.574784 1.191886 -0.194183 1.3 1.1 0.2
O 0.498623 -0.163653 -0.072148 -1.2 -2.8 1.2
C -1.618741 1.854278 0.862178 -0.4 -0.1 -0.9
C 0.481236 1.729192 2.206854 -0.4 -0.8 0.9
C 1.621930 0.743051 -2.319994 0.1 -1.1 0.5
H -1.623862 1.911510 -1.984130 0.1 0.2 -0.1
H -1.150413 0.236192 -2.040863 0.2 0.1 -0.1
H -0.692522 1.306480 -3.379306 -0.1 0.1 0.0
H 0.513012 3.347740 -2.817964 0.3 -0.5 -0.2
H 1.897759 3.264158 -1.737619 0.0 -0.2 0.2
H -1.039293 3.881727 -1.114969 0.0 -0.2 0.0
H 0.275775 4.977462 -0.972295 0.2 -0.1 -0.2
H -0.400744 4.070900 1.186885 0.3 0.0 0.3
H 1.311574 3.691932 0.833418 0.0 -0.1 0.1
H -1.925343 1.212954 0.031037 0.0 -0.2 0.2
H -2.120651 2.799442 0.638553 0.0 0.0 0.3
H -2.024035 1.427380 1.776313 0.1 0.1 0.1
H 1.537579 1.458928 2.245440 0.1 0.2 -0.4
H -0.099314 0.930856 2.691509 0.1 -0.1 -0.1
H 0.321108 2.576828 2.878504 0.1 0.1 -0.2
H 1.190101 -0.135856 -2.814188 0.0 0.3 -0.3
H 2.278801 0.289554 -1.573926 0.2 0.4 0.0
H 2.213415 1.338653 -3.008623 -0.1 0.0 -0.2
O -1.994056 -1.430756 1.725452 0.9 -0.8 -0.7
H -2.483834 -0.762435 1.240509 0.0 0.2 0.3
O -1.036740 -4.430987 -0.010844 0.2 -0.7 -0.2
H -0.416559 -5.099594 -0.324345 -0.1 -0.1 -0.1
H -1.902148 -4.858672 -0.034308 -0.1 0.2 0.1
O -1.796093 -1.973683 -1.003499 -0.6 -0.3 -0.7
H -1.940131 -2.358072 -1.874788 0.0 0.0 0.0
H -2.462694 -1.282182 -0.911009 0.1 0.1 0.1
O 1.863967 -3.685951 0.971116 0.2 -0.1 -0.1
H 2.774194 -3.388491 0.840836 0.0 0.1 0.1
H 1.825581 -4.531870 0.510444 0.1 -0.1 0.2
O -0.660938 -3.625423 2.705204 0.3 -0.7 0.2
H -0.442043 -3.342141 3.599718 -0.1 0.2 -0.1
H -1.226597 -4.397577 2.803951 -0.1 0.1 0.0
O 0.965842 -2.578110 -1.416094 -0.1 -0.9 -0.3
H 0.573277 -2.661355 -2.292055 0.0 0.3 0.0
H 1.916023 -2.629677 -1.562027 0.0 0.3 0.0
O 1.039255 -1.424265 2.475621 0.7 -0.4 1.0
H 1.924568 -1.762092 2.650869 0.0 0.1 0.1
H 0.924746 -0.661197 3.058677 -0.2 0.2 -0.4
```
Positions in Å, forces in eV/Å.

DFT total energy = -1056.39457 hartree
Charge = +1
Relative energy (zero: lowest compared OMol25 entry of this formula, charge and spin) = 0.0 kcal per mole
Gap between HOMO and LUMO = 0.1681 Ha
LUMO level = -3.7865 eV

Atom charges from the Löwdin analysis, given in e for atoms 1 to 6: number 1, Y, carries 1.501; number 2, C, carries -0.038; number 3, C, carries -0.511; number 4, C, carries -0.139; number 5, C, carries -0.184; number 6, C, carries -0.150

Computed, not measured: 4 unconnected molecules or ions with the total composition CH10N2O4, with wB97M-V/def2-TZVPD.

```
17
Properties=species:S:1:pos:R:3:forces:R:3
N -0.527777 1.155968 -0.992002 -1.1 2.3 2.9
C -1.670675 0.896761 -0.289684 -1.1 -3.3 -2.3
N -2.588659 -0.056393 -0.726641 1.5 0.9 0.5
O -1.914735 1.482969 0.815875 0.6 0.5 -0.4
H -0.003474 0.454000 -1.473202 0.6 -0.7 -0.5
H 0.025118 1.957010 -0.589218 -0.5 -1.1 -0.9
H -3.316502 -0.318445 -0.067930 0.2 0.2 -0.1
H -2.436990 -0.740004 -1.498215 0.2 1.3 0.8
H 1.619214 -2.432174 0.279684 0.2 0.8 -0.7
H 1.064822 -1.174668 0.791781 -0.3 0.7 0.9
O 1.512460 -1.490619 0.014385 0.0 -1.2 -0.1
H 2.853488 0.796944 -2.555937 0.2 -0.6 1.1
H 2.358809 0.316776 -1.008668 1.2 -0.6 -0.4
O 2.197492 0.752215 -1.845556 -1.7 1.0 -0.6
H 0.486841 0.177727 3.296238 0.2 -0.8 -1.0
H -0.093246 -1.186555 3.177980 -0.6 -1.1 0.5
O 0.433814 -0.591511 2.671108 0.3 1.9 0.4
```
Positions in Å, forces in eV/Å.

Multiplicity = 2
DFT total energy = -454.25826 hartree
Charge = +1
Relative energy (zero: lowest compared OMol25 entry of this formula, charge and spin) = 0.6 kcal per mole
Gap between HOMO and LUMO (spin up / spin down) = 0.4185 / 0.2149 Ha
LUMO level (spin up / spin down) = -3.4704 / -9.0095 eV
⟨S²⟩ = 0.763

Atom charges from the Löwdin analysis, given in e for atoms 1 to 6: number 1, N, carries 0.289; number 2, C, carries -0.449; number 3, N, carries 0.209; number 4, O, carries 0.296; number 5, H, carries 0.101; number 6, H, carries 0.176

Computed, not measured: a molecular structure, C26H12Cl5MnN6O4, with wB97M-V/def2-TZVPD.

```
54
Properties=species:S:1:pos:R:3:forces:R:3
Mn -1.073513 -0.295209 0.013066 -0.3 1.5 0.4
C -1.176993 -4.249321 -1.625216 -0.2 -0.2 0.1
C -1.661080 -2.957014 -1.396221 0.7 -1.6 -0.1
N -0.855170 -1.964647 -1.116727 1.2 -0.3 0.4
C 0.467277 -2.274940 -1.078969 -0.4 -0.6 -0.4
C 0.936953 -3.554961 -1.303200 1.3 0.5 0.0
N 0.116109 -4.536783 -1.559906 -0.7 -1.1 -0.4
C 1.379676 -1.201521 -0.814502 -0.2 2.2 -0.1
C 2.738692 -1.253302 -0.826938 0.2 0.9 0.3
C 3.455471 -0.078800 -0.528743 1.1 -1.3 0.4
C 2.824908 1.092922 -0.153273 -0.4 -0.8 -0.7
C 1.444929 1.077758 -0.271562 -0.5 1.0 1.2
N 0.761235 -0.014282 -0.589642 0.4 -0.6 0.0
C 0.573148 2.203519 0.209198 -0.2 -1.1 -0.4
C 1.029898 3.487246 0.446069 0.4 0.7 -0.4
N 0.219002 4.496781 0.706944 -1.4 -0.6 0.6
C -1.084954 4.163323 0.935895 2.7 -0.9 -0.9
C -1.523940 2.864212 0.848705 1.2 -0.9 -0.3
N -0.712175 1.874036 0.406795 -0.4 0.4 0.4
C 4.935178 -0.192237 -0.359363 0.0 0.9 -0.6
C 5.460026 -0.920435 0.682373 -0.8 -0.1 -0.1
C 6.810349 -0.922777 0.877795 1.2 0.5 0.5
N 7.677999 -0.189509 0.187202 -0.2 0.3 -0.4
C 7.176133 0.547319 -0.810051 1.0 -0.2 0.1
C 5.829497 0.539657 -1.133977 0.7 -0.4 0.3
H -1.888735 -5.065850 -1.809095 0.4 0.4 0.0
H -2.696086 -2.823157 -1.383060 -1.5 0.6 0.0
H 2.041465 -3.751765 -1.282358 -1.3 0.0 0.0
H 3.211966 -2.191451 -0.977212 0.7 -0.3 -0.2
H 3.401798 1.877856 0.295661 0.0 0.4 -0.2
H 2.081575 3.745384 0.343716 -0.1 -0.1 0.0
H -1.739544 4.935756 1.122743 -1.3 1.6 0.6
H -2.485596 2.575615 1.182495 -1.0 -0.2 0.0
H 4.795906 -1.433682 1.342841 -0.2 -0.4 0.4
H 7.248989 -1.436763 1.711985 0.0 -0.5 0.2
H 7.923823 1.153647 -1.385171 -0.9 -0.6 0.5
H 5.619119 1.027343 -2.038871 -1.0 0.8 -0.9
O -1.650472 -3.149401 2.664463 0.1 0.3 -0.2
C -1.718672 -2.100119 2.088311 0.9 1.2 -0.3
O -0.804356 -1.179453 1.833602 -1.2 -1.3 -0.1
C -3.146254 -1.706765 1.553142 -1.6 -0.8 0.5
O -4.197074 -2.196615 1.805007 1.2 0.5 -0.4
O -3.074548 -0.594027 0.634340 2.1 -0.7 -0.2
Cl -4.137943 0.680768 2.957006 0.3 0.1 1.2
C -4.735549 0.921680 1.405163 0.8 -0.7 -1.1
C -4.084920 0.230426 0.365819 -2.7 1.6 -0.6
C -4.507237 0.464755 -0.967769 0.4 -0.5 0.8
Cl -3.569667 -0.317177 -2.225955 -0.6 0.5 0.3
C -5.590863 1.301773 -1.220821 -0.2 1.1 1.0
Cl -6.062704 1.699179 -2.803570 0.0 -0.3 -0.4
C -6.232426 2.000740 -0.139523 0.4 -0.2 -0.8
Cl -7.485262 3.178529 -0.452959 0.7 -0.8 0.1
C -5.772591 1.806661 1.164232 -0.5 -0.1 -0.7
Cl -6.492793 2.605092 2.470072 -0.2 0.3 0.3
```
Positions in Å, forces in eV/Å.

Multiplicity = 4
DFT total energy = -5079.26323 hartree
Charge = +1
Gap between HOMO and LUMO (spin up / spin down) = 0.2762 / 0.2651 Ha
LUMO level (spin up / spin down) = -4.4537 / -4.7689 eV
⟨S²⟩ = 3.766

Atom charges from the Löwdin analysis, given in e for atoms 1 to 6: number 1, Mn, carries 0.800; number 2, C, carries -0.041; number 3, C, carries -0.082; number 4, N, carries 0.056; number 5, C, carries -0.164; number 6, C, carries -0.036